(1)
A molecular structure, C16H35O2PSSi2. Source: OMol25; level of theory: the ωB97M-V functional and the def2-TZVPD basis.

For the total energy, the calculation gives -57133.821 eV. Its HOMO energy is -8.33 eV. Its LUMO energy is 0.0229 hartree. The orbital gap is 8.95 eV.

Cartesian coordinates (Å):
1 S -6.208 1.493 0.453
2 P -4.445 2.167 -0.065
3 Si -2.633 1.335 3.068
4 Si -2.810 0.663 0.286
5 O -1.355 1.528 0.061
6 O -3.056 0.132 1.915
7 C -0.024 -3.395 -0.552
8 C -0.167 0.741 0.333
9 C -3.702 1.327 4.647
10 C -1.868 -1.628 -1.347
11 C -1.421 -2.658 -0.228
12 C 4.342 1.242 -1.939
13 C -3.439 2.673 5.430
14 C 0.916 1.477 1.219
15 C 4.257 0.100 -3.039
16 C 2.956 2.068 -1.927
17 C 3.533 -1.703 -1.197
18 C 3.330 -1.132 -2.662
19 C 1.183 -2.366 -0.399
20 C -3.131 -0.731 -0.966
21 C 2.594 -2.983 -0.883
22 C -3.114 3.740 5.933
23 H 2.413 -3.469 -1.891
24 H -4.068 3.336 0.668
25 H -1.021 -0.952 -1.706
26 H -1.252 1.022 3.506
27 H 2.652 2.411 -2.967
28 H 0.571 1.693 2.272
29 H 2.164 1.330 -1.592
30 H -4.380 2.548 -1.460
31 H -3.492 -0.238 -1.933
32 H 3.607 -1.976 -3.381
33 H 4.614 -1.909 -0.921
34 H 5.316 -0.201 -3.304
35 H 0.324 0.546 -0.678
36 H 1.791 0.745 1.323
37 H 5.132 2.006 -2.239
38 H 3.178 -0.901 -0.459
39 H -2.153 -2.241 -2.270
40 H -0.453 -0.235 0.850
41 H -1.392 -2.231 0.819
42 H 1.369 2.392 0.713
43 H -3.301 0.508 5.327
44 H -4.797 1.192 4.392
45 H 0.969 -1.528 -1.143
46 H 1.306 -1.997 0.662
47 H -2.562 2.623 2.378
48 H -3.960 -1.443 -0.632
49 H -2.202 -3.488 -0.219
50 H 3.050 -3.674 -0.119
51 H -2.665 4.695 6.317
52 H 3.810 0.567 -3.981
53 H 2.968 2.911 -1.171
54 H 0.109 -4.329 0.074
55 H 4.486 0.865 -0.884
56 H -0.087 -3.725 -1.640
57 H 2.222 -0.940 -2.851

Atomic forces in eV per Å
0.00 -0.13 0.04
-0.39 0.60 -0.22
0.18 -1.15 0.14
0.26 -0.57 0.73
-0.96 -1.36 0.74
0.86 1.90 -1.08
-0.39 1.10 -0.16
1.25 0.07 -0.06
0.02 1.27 1.34
0.13 -0.10 -0.52
0.10 -1.11 -0.30
-1.26 1.20 -0.72
0.19 -0.17 -0.74
0.51 -0.54 -0.16
-0.30 0.60 0.14
0.06 -1.10 0.26
-0.60 0.16 0.93
0.72 -1.03 -0.12
0.42 -1.38 -1.05
0.18 -0.93 -0.60
-0.51 1.80 -0.68
0.41 -0.58 -0.50
0.28 0.02 1.33
0.02 -0.21 -0.61
-0.99 -0.89 0.66
-0.09 0.00 0.03
0.55 -0.20 1.34
0.21 -0.03 -1.29
0.65 0.92 -0.34
0.24 0.04 0.78
0.38 -0.51 1.29
-0.42 1.02 0.80
-1.15 0.24 -0.70
-1.26 -0.07 0.36
-0.69 -0.06 1.38
-1.14 0.84 -0.15
-0.66 -1.24 0.58
0.63 -0.90 -0.87
0.37 0.74 1.20
0.50 1.11 -0.77
-0.07 -0.23 -1.14
-0.95 -1.05 0.68
-0.82 0.78 -0.93
1.24 0.13 0.56
0.29 -0.82 1.34
-0.34 -0.20 -1.16
-0.29 0.27 0.01
0.92 1.16 -0.24
0.76 1.14 0.15
-0.53 0.64 -0.95
-1.02 -1.65 -0.53
0.70 -0.52 1.12
0.03 -0.85 -1.07
-0.16 1.16 -0.56
0.25 0.31 -1.31
0.24 0.31 1.25
1.41 0.04 0.33



(2)
A molecular structure, C16H36F6NO14S2V. Source: OMol25; level of theory: the ωB97M-V functional and the def2-TZVPD basis.

For the total energy, the calculation gives -110988.851 eV. Its HOMO energy is -10.06 eV. Its LUMO energy is -0.0197 hartree. The orbital gap is 9.52 eV.

Cartesian coordinates (Å):
1 V 10.997 10.613 9.077
2 S 8.380 10.418 6.595
3 S 10.086 12.619 7.064
4 F 9.474 15.006 7.876
5 F 7.677 8.733 8.638
6 F 6.008 9.626 7.559
7 F 7.924 14.051 6.795
8 F 8.360 13.408 8.790
9 F 7.122 10.870 8.875
10 O 3.954 6.876 13.867
11 O 13.800 13.198 11.674
12 O 17.198 11.314 7.521
13 O 10.328 11.209 10.414
14 O 12.411 10.580 7.326
15 O 16.077 12.883 9.803
16 O 10.209 12.864 5.672
17 O 12.703 7.745 7.183
18 O 7.500 11.334 5.988
19 O 8.725 9.213 5.943
20 O 7.561 9.859 13.698
21 O 11.144 12.813 7.950
22 O 12.978 10.768 9.887
23 O 10.586 9.078 9.018
24 N 9.568 11.092 7.425
25 C 12.520 13.417 12.161
26 C 13.750 11.021 7.693
27 C 14.086 14.033 10.613
28 C 13.075 10.038 11.165
29 C 17.574 9.970 7.165
30 C 15.572 14.031 10.362
31 C 17.303 13.126 9.160
32 C 8.849 13.859 7.681
33 C 13.022 8.585 6.106
34 C 12.164 9.854 6.195
35 C 8.432 10.787 13.076
36 C 17.871 11.798 8.659
37 C 14.029 10.348 9.056
38 C 11.597 6.862 7.028
39 C 4.897 7.378 12.890
40 C 7.219 9.844 8.017
41 H 12.388 14.399 12.614
42 H 18.656 9.824 6.980
43 H 18.039 13.583 9.903
44 H 4.377 7.946 12.124
45 H 13.979 9.307 8.952
46 H 13.709 12.152 7.705
47 H 12.311 10.379 11.889
48 H 11.713 13.412 11.379
49 H 5.435 6.549 12.523
50 H 7.837 11.639 12.771
51 H 15.017 10.694 9.455
52 H 15.725 14.872 9.642
53 H 14.018 10.387 11.598
54 H 11.579 6.187 7.888
55 H 17.228 13.836 8.305
56 H 11.114 9.543 6.322
57 H 12.298 10.479 5.258
58 H 12.210 12.620 12.916
59 H 13.726 15.038 10.904
60 H 17.354 9.238 7.967
61 H 15.946 14.303 11.343
62 H 17.049 9.797 6.227
63 H 5.557 8.064 13.299
64 H 17.799 11.110 9.460
65 H 14.096 8.711 6.097
66 H 3.303 6.431 13.368
67 H 13.546 13.663 9.666
68 H 11.758 6.249 6.097
69 H 9.101 11.200 13.813
70 H 14.395 10.672 6.897
71 H 13.138 8.973 11.087
72 H 12.803 8.016 5.139
73 H 18.918 11.894 8.383
74 H 10.568 7.327 6.939
75 H 8.937 10.419 12.226
76 H 8.006 9.032 13.834

Atomic forces in eV per Å
-1.52 -0.62 0.21
-2.62 -1.85 2.54
-3.53 -0.78 -2.17
0.50 0.49 0.31
-0.39 0.85 -0.26
-0.29 -0.46 -0.46
-1.14 0.15 -0.77
-0.74 -0.24 1.51
0.23 -0.38 0.34
1.52 1.26 0.52
0.05 -1.02 0.78
-0.22 -0.73 -0.18
0.78 -0.43 -1.49
0.47 1.43 2.69
0.11 -0.89 -0.34
0.30 -0.08 -0.33
0.08 -0.34 0.84
-0.08 1.74 -1.22
1.18 -0.73 -0.68
-0.64 0.24 -0.16
3.29 0.25 2.75
-1.53 -1.06 1.43
0.71 1.16 0.35
1.34 1.75 0.37
-2.36 -0.89 0.53
-0.82 0.21 -0.17
-0.73 -0.55 -1.79
0.71 2.07 1.12
0.28 0.54 0.29
-1.29 2.42 -0.32
1.39 0.00 -0.03
0.85 -0.61 -0.95
-1.55 -1.27 -1.26
0.17 -1.12 -2.55
-0.83 0.69 0.99
0.16 0.92 -0.58
1.36 2.46 -1.54
-0.60 -0.32 -1.16
-2.15 -0.49 0.16
1.48 0.38 0.07
0.40 0.22 0.37
-0.26 0.56 -0.02
-0.70 -0.57 -0.82
-0.10 -0.23 -0.45
0.11 -1.70 -0.29
0.27 -1.32 0.28
0.02 -0.26 -0.98
0.79 -0.36 0.18
0.76 -0.84 -0.92
-0.35 0.03 -0.25
-0.84 -0.23 -0.18
0.15 -0.22 0.56
0.02 -0.08 -0.05
0.13 0.26 -0.11
-0.31 -0.28 0.47
0.49 0.05 -0.63
-0.27 -0.50 0.91
0.74 1.02 -0.93
0.37 -0.01 -0.61
-0.43 0.32 -0.36
1.06 -0.13 0.18
-0.06 -0.41 0.23
1.18 1.15 1.36
-0.07 -1.02 1.02
0.29 0.42 0.23
-1.19 -0.81 -0.66
0.40 0.67 1.13
-0.16 0.40 0.73
0.75 0.01 0.26
0.57 0.16 0.17
-0.43 -0.63 -0.65
0.07 0.94 0.86
0.38 0.30 0.23
1.24 0.00 0.17
0.64 -0.56 -0.88
0.40 -0.46 0.05